The following is a quantum chemistry calculation of a structure of composition C36H46BrN10O2PtS, from OMol25.

E in Eh: -5188.808790
F_max in eV/Å: 0.91
Total charge: +1
Gap between HOMO and LUMO (alpha / beta) in eV: 7.1 / 7.1
Multiplicity: 1
Energy above the lowest of the compared OMol25 structures with the same formula, charge and spin in kJ/mol: 131.0

Last column: Mulliken charge in e.
Geometry (Å):
Pt 0.04299 0.97597 -0.51971  1.38
C -0.28652 -3.06115 -4.13773  -1.30
N -0.50462 -2.54170 -2.79405  0.69
C -1.36890 -3.34710 -1.95573  -0.79
C -0.10179 -1.30227 -2.45011  -0.02
N -0.79977 -0.48688 -1.64640  0.91
C -2.22988 -0.49504 -1.64547  0.17
C -2.86410 -0.66594 -2.85219  -0.49
C -4.26551 -0.66293 -2.98301  -1.17
C -5.04321 -0.42995 -1.89247  -1.15
C -4.44784 -0.17847 -0.63509  2.14
C -5.29941 0.14982 0.45287  -1.15
C -4.77811 0.47884 1.66280  -1.18
C -3.37627 0.44935 1.84390  0.35
C -2.51411 0.07166 0.84347  -1.97
N -1.12824 0.00576 1.13339  0.99
C -0.73041 -0.79493 2.10938  -0.22
N -1.49659 -1.82539 2.59342  0.52
C -2.45909 -2.52472 1.76744  -0.75
C -1.64262 -2.03819 4.02669  -1.35
N 0.46830 -0.66952 2.71435  0.42
C 1.18688 -1.85947 3.19625  -1.45
C 1.23458 0.56697 2.69355  -1.01
C -3.02665 -0.21983 -0.47217  -0.77
N 1.04898 -0.89554 -3.02590  0.33
C 1.31908 0.52425 -3.15056  -1.31
C 2.20831 -1.79348 -3.09220  -1.45
H -1.25157 -3.28622 -4.59909  0.41
H 0.30107 -3.98030 -4.11026  0.39
H 0.22995 -2.33016 -4.75077  0.39
H -1.09329 -4.39303 -2.08978  0.47
H -2.42557 -3.22478 -2.20573  0.16
H -1.18492 -3.08106 -0.93166  0.06
H -2.24918 -0.79444 -3.73759  0.67
H -4.71501 -0.82332 -3.95759  0.43
H -6.12685 -0.40457 -1.97392  0.46
H -6.37428 0.14841 0.29002  0.45
H -5.42676 0.75466 2.48884  0.43
H -2.94887 0.68832 2.81447  0.55
H -2.15414 -2.43911 0.73891  -0.02
H -3.47772 -2.14038 1.88431  0.25
H -2.45241 -3.58059 2.04314  0.44
H -1.04446 -1.31824 4.58001  0.40
H -1.33545 -3.04605 4.31772  0.34
H -2.69198 -1.90427 4.31052  0.40
H 1.11666 -1.97051 4.28061  0.31
H 2.23919 -1.76661 2.92369  0.62
H 0.79463 -2.75141 2.71509  0.40
H 0.56744 1.41735 2.82800  0.29
H 1.79779 0.67582 1.77107  0.04
H 1.92858 0.54664 3.53462  0.52
H 0.52832 1.03326 -3.69549  0.40
H 2.26744 0.67330 -3.66475  0.37
H 1.39205 0.96940 -2.15852  0.37
H 1.95154 -2.76316 -2.67349  0.45
H 3.02104 -1.37379 -2.49857  0.51
H 2.54491 -1.92368 -4.12272  0.33
O 0.95622 -2.37665 0.33187  -0.81
C 1.93451 -1.61581 0.22184  0.79
O 1.93363 -0.35926 -0.07737  -0.96
C 3.31437 -2.17578 0.51808  0.29
C 3.49029 -3.55126 0.64824  -0.29
C 4.74659 -4.07447 0.93499  -0.78
C 5.83222 -3.22039 1.10645  -0.46
C 5.65939 -1.84666 0.98099  -0.92
C 4.40469 -1.32693 0.68200  -0.15
H 2.62653 -4.19588 0.52485  0.36
H 4.88038 -5.14701 1.03197  0.43
H 6.81255 -3.62639 1.33592  0.40
H 6.50621 -1.18243 1.11288  0.43
H 4.25668 -0.25868 0.56576  0.48
C 4.43056 3.53765 2.81119  -0.96
C 3.83410 4.28058 1.60462  -0.64
C 2.43352 3.82229 1.31420  0.37
N 2.12870 2.83411 0.55650  -0.59
N 0.75673 2.58998 0.53030  1.07
C 0.05212 3.38155 1.29721  0.28
N -1.28946 3.30293 1.43015  -0.19
S 1.03221 4.54505 2.09037  -0.20
H 5.44969 3.87949 3.00472  0.39
H 4.45714 2.46256 2.61648  0.20
H 3.83787 3.71100 3.71329  0.31
H 4.42951 4.08721 0.71362  0.26
H 3.83820 5.35633 1.78592  0.37
H -1.72920 2.42074 1.19248  -0.27
H -1.73810 3.84757 2.14433  0.28
Br 1.20466 3.93564 -2.52328  -0.07
C -0.65942 3.94412 -2.20149  0.22
C -1.32724 5.14167 -2.41275  -0.77
C -2.69771 5.16476 -2.22161  -0.53
C -3.33967 3.99824 -1.84373  -1.02
C -2.58250 2.86125 -1.65622  -0.08
N -1.24776 2.81810 -1.81724  0.23
H -0.77818 6.01897 -2.73162  0.46
H -3.25520 6.08001 -2.38318  0.44
H -4.41165 3.96223 -1.69410  0.48
H -3.05682 1.93195 -1.37444  0.48

Forces on the atoms, in the same order (eV/Å):
Pt -0.84 0.18 0.10
C 0.00 -0.04 0.06
N -0.26 -0.17 -0.06
C 0.05 -0.05 -0.22
C -0.16 0.20 -0.05
N -0.07 -0.12 0.24
C 0.26 -0.09 0.07
C -0.10 -0.01 -0.21
C 0.17 -0.03 -0.17
C -0.12 0.01 -0.01
C 0.16 -0.01 0.01
C -0.09 -0.03 0.00
C 0.17 0.06 0.16
C -0.13 0.12 0.10
C 0.15 0.05 -0.03
N -0.15 0.01 -0.05
C 0.08 -0.27 0.12
N -0.16 0.16 0.00
C 0.05 -0.16 0.29
C 0.03 0.01 -0.08
N 0.14 -0.04 0.13
C -0.11 0.14 0.04
C -0.09 -0.05 0.23
C -0.02 0.02 -0.03
N 0.23 0.04 0.21
C 0.09 -0.17 -0.12
C -0.11 0.10 -0.03
H -0.03 -0.01 0.03
H 0.02 0.00 0.00
H -0.01 0.02 0.00
H 0.01 -0.01 0.00
H -0.03 0.01 -0.02
H 0.05 0.10 0.47
H -0.10 0.00 0.04
H 0.08 0.01 0.09
H 0.16 0.00 0.03
H 0.17 0.01 0.00
H 0.11 -0.03 -0.08
H -0.06 -0.03 -0.05
H 0.00 -0.04 -0.31
H 0.04 -0.06 0.00
H 0.04 -0.02 0.00
H -0.02 -0.01 -0.03
H 0.00 0.01 -0.04
H 0.01 -0.01 -0.04
H 0.01 0.10 0.03
H -0.08 0.02 0.01
H 0.01 0.09 -0.01
H -0.03 -0.04 0.02
H 0.07 -0.02 0.03
H -0.05 -0.01 0.04
H -0.09 -0.02 -0.08
H -0.05 -0.06 -0.02
H 0.45 0.31 0.01
H -0.02 0.03 0.01
H -0.01 0.04 0.03
H -0.02 0.02 0.01
O 0.24 0.49 -0.55
C -0.15 0.29 0.04
O -0.21 -0.71 -0.25
C 0.00 -0.02 -0.08
C 0.05 -0.03 0.02
C -0.05 0.07 0.01
C -0.04 -0.03 -0.02
C -0.06 -0.02 0.00
C 0.13 0.02 -0.02
H 0.08 0.04 0.01
H -0.02 0.10 -0.02
H -0.11 0.04 -0.02
H -0.05 -0.03 -0.01
H 0.00 -0.08 0.01
C -0.07 0.00 -0.07
C -0.11 -0.16 0.11
C -0.19 -0.09 0.06
N -0.61 0.06 0.02
N 0.82 -0.41 -0.03
C 0.06 -0.05 -0.19
N 0.04 -0.03 -0.01
S 0.18 0.25 0.14
H -0.11 -0.02 -0.04
H 0.00 0.09 0.03
H 0.05 -0.02 -0.06
H -0.01 0.01 -0.04
H -0.01 0.00 -0.05
H 0.05 0.04 -0.02
H -0.01 0.02 0.05
Br -0.01 -0.04 0.04
C -0.07 -0.02 0.00
C -0.04 0.09 -0.04
C 0.06 0.16 -0.06
C -0.09 -0.01 0.01
C 0.13 -0.19 -0.02
N 0.26 0.02 0.10
H -0.07 -0.09 0.04
H 0.05 -0.04 0.02
H 0.08 -0.01 -0.02
H 0.04 0.03 0.03